Entry 1:
A 2-piece molecular cluster, C9H18N2OP overall at a distorted geometry, computed with ωB97M-V/def2-TZVPD.

LUMO   -3.17 eV
2S+1   1
Charge   +1
Gap between HOMO and LUMO   9.74 eV

Last column: natural (NBO) charge in e.
Element x y z (Å)
C  4.029  0.705  0.362  -0.13
C  3.776  -0.146  -0.654  -0.29
C  2.696  0.777  1.172  -0.31
C  2.311  -0.370  -0.676  0.07
C  -1.257  -3.364  0.232  -0.71
C  -1.971  0.918  -2.504  -0.63
C  -1.006  1.360  2.057  -0.88
C  -0.963  -1.912  0.353  0.25
C  -1.128  1.296  -1.242  -0.69
N  1.699  0.172  0.296  -0.47
N  -1.928  -1.049  0.463  -0.84
O  -3.275  1.091  0.499  -0.96
P  -1.762  0.619  0.479  1.90
H  4.993  1.110  0.708  0.24
H  4.505  -0.590  -1.396  0.25
H  2.757  0.115  1.961  0.24
H  1.642  -0.817  -1.336  0.20
H  -0.431  -3.935  -0.213  0.27
H  -1.058  -3.868  1.317  0.27
H  -2.306  -3.450  0.004  0.26
H  -2.816  1.640  -2.656  0.24
H  -1.169  0.964  -3.211  0.25
H  -2.335  -0.116  -2.254  0.22
H  -1.651  1.070  2.826  0.26
H  -0.987  2.349  1.765  0.25
H  -0.054  0.714  2.171  0.27
H  2.531  1.822  1.566  0.23
H  0.000  -1.445  0.369  0.20
H  -1.052  2.304  -1.001  0.24
H  -0.016  1.144  -1.191  0.27
H  -3.771  0.891  -0.266  0.52

=====

Entry 2:
An isolated ion of composition C9H18N3O and charge +1 at a distorted geometry, computed with ωB97M-V/def2-TZVPD.

LUMO (spin up / spin down)   -7.37 / -7.37 eV
2S+1   1
SMILES   CC(C)[C@H](C)CCC[N+](=O)NC#N
Charge   +1
Gap between HOMO and LUMO (spin up / spin down)   6.36 / 6.36 eV

Last column: natural (NBO) charge in e.
Element x y z (Å)
C  2.590  0.845  0.320  -0.61
C  1.380  0.025  -0.149  -0.22
C  1.439  -1.306  0.590  -0.63
C  0.006  0.792  0.102  -0.20
C  -0.389  0.985  1.541  -0.59
C  -1.065  0.105  -0.678  -0.42
C  -2.134  1.017  -1.197  -0.40
C  -3.375  0.330  -1.709  -0.28
N  -3.932  -0.410  -0.614  0.47
O  -3.536  -1.505  -0.312  -0.07
N  -4.868  0.403  0.316  -0.45
C  -5.449  -0.205  1.327  0.31
N  -5.881  -0.575  2.298  -0.14
H  2.593  1.133  1.369  0.21
H  3.545  0.462  -0.059  0.23
H  2.571  1.987  -0.072  0.20
H  1.638  0.036  -1.205  0.21
H  0.837  -2.164  0.123  0.21
H  2.452  -1.652  0.536  0.23
H  1.200  -1.198  1.665  0.21
H  0.070  1.718  -0.383  0.20
H  -1.354  1.336  1.539  0.19
H  -0.386  -0.011  2.083  0.20
H  0.210  1.531  2.100  0.23
H  -1.340  -0.606  0.072  0.22
H  -0.655  -0.455  -1.559  0.22
H  -1.741  1.614  -2.036  0.27
H  -2.382  1.683  -0.393  0.23
H  -3.246  -0.339  -2.506  0.27
H  -4.092  1.091  -2.083  0.26
H  -5.518  1.088  -0.079  0.46

=====

Entry 3:
A 2-piece molecular cluster, C9H18N4Si overall at a distorted geometry, computed with ωB97M-V/def2-TZVPD.

LUMO   -8.86 eV
2S+1   1
Charge   +2
Gap between HOMO and LUMO   6.82 eV

Last column: natural (NBO) charge in e.
Element x y z (Å)
C  -0.248  0.533  -1.675  -0.06
C  0.787  -1.674  1.596  0.37
C  0.805  3.177  1.515  -0.21
C  0.364  2.130  0.885  -0.77
C  -1.802  -0.955  -2.252  -0.25
C  -0.666  -1.942  3.292  -0.23
C  -1.465  -0.072  -3.514  -0.24
C  -1.265  -1.116  2.172  -0.25
C  2.826  1.326  -1.405  -1.22
N  -1.151  -0.294  -1.180  -0.50
N  0.702  -1.943  2.850  -0.48
N  -0.389  0.801  -2.992  -0.58
N  -0.342  -1.228  1.040  -0.57
Si  1.106  1.298  -0.666  1.88
H  0.321  3.723  2.408  0.27
H  1.949  3.386  1.505  0.22
H  -0.710  1.852  0.941  0.26
H  -2.926  -0.951  -2.155  0.25
H  -1.379  -1.929  -2.224  0.22
H  -0.777  -1.496  4.234  0.24
H  -0.944  -2.963  3.465  0.23
H  -1.166  -0.716  -4.321  0.23
H  -2.306  0.500  -3.797  0.22
H  -2.278  -1.399  1.853  0.25
H  -1.290  -0.096  2.563  0.21
H  2.657  1.296  -2.499  0.29
H  3.505  2.300  -1.225  0.34
H  3.510  0.572  -1.130  0.31
H  1.664  -1.906  0.963  0.24
H  1.469  -2.294  3.304  0.44
H  0.239  1.203  -3.677  0.44
H  -0.801  -1.122  0.126  0.47

=====

Number 1: E_tot -23933.27992 eV. Number 2: E_tot -16129.61467 eV. Number 3: E_tot -23444.25717 eV.